Record 1
Formula: C21H48ClMnNO2P3
Source: the Open Molecules 2025 dataset
Level of theory: wB97M-V/def2-TZVPD

LUMO level (spin up / spin down): -7.309 / -9.042 eV
Net charge: +2
Multiplicity: 5
Highest occupied orbital energy (spin up / spin down): -0.5399 / -0.5667 Eh
Maximum force: 8.0 eV/A
E: -99833.840 eV
HOMO-LUMO gap (spin up / spin down): 7.38 / 6.38 eV
⟨S²⟩: 6.091

Element x y z (Å)
C -1.23106 4.20471 -2.41399
C -0.83335 2.80229 -2.68214
H -1.90203 4.53870 -3.21785
H -0.35563 4.86716 -2.37327
H -1.73622 4.33570 -1.46307
O -0.68711 2.42325 -3.83273
Cl -0.00496 3.17327 0.37751
Mn -0.40732 1.26727 -0.91043
P 1.81655 2.06764 -1.81419
C 2.48264 0.85703 -3.02289
C 2.03868 3.64142 -2.72417
H 3.10221 3.76896 -2.95679
H 4.11735 2.64363 -1.17939
H 1.71272 4.47201 -2.08827
H 2.93984 3.09266 0.07804
H 1.81993 0.84434 -3.89766
H 1.46166 3.63017 -3.65192
C 3.21682 2.32000 -0.64552
H 3.49549 1.15226 -3.32808
H 3.43253 1.39161 -0.11210
H 2.51399 -0.15273 -2.59374
P -2.63292 1.56563 -0.36559
C -3.74529 0.21075 -0.91791
C -2.81320 1.56326 1.47063
H -3.24891 3.92134 -0.24931
H -4.67797 2.85573 -0.25429
H -3.80903 3.17545 -1.78654
C -3.69048 3.02728 -0.70671
H -2.07927 2.26936 1.87981
H -3.82639 1.89128 1.74192
H -4.76335 0.38805 -0.54152
H -3.38566 -0.76158 -0.55179
H -2.63232 0.56586 1.88852
H -3.76036 0.19184 -2.01760
C -0.84160 0.43442 -2.46742
O -1.09568 -0.24637 -3.38764
C 0.27359 -4.28057 0.08376
C 0.08052 -2.83156 -0.40722
C 1.04881 -2.58409 -1.57443
C -1.35344 -2.73285 -0.96868
P 0.32217 -1.45611 0.91326
N -0.16823 -0.11441 0.12722
C -0.69845 -1.88250 2.44937
C -0.13443 -3.11650 3.19317
C -0.68401 -0.65913 3.38692
C -2.15643 -2.20479 2.07605
C 2.04117 -0.87184 1.57842
C 1.93364 0.62233 1.94888
C 2.61017 -1.55666 2.82683
C 3.02624 -1.10451 0.43425
H 0.19427 -4.92254 -0.80977
H -0.51009 -4.61935 0.77637
H 1.26800 -4.44533 0.52898
H 0.83309 -3.32812 -2.35513
H 0.89213 -1.58545 -2.01231
H 2.09582 -2.71595 -1.29573
H -1.46858 -3.52701 -1.72083
H -2.14221 -2.89898 -0.22347
H -1.53070 -1.76870 -1.46147
H 0.80678 -2.91259 3.71137
H -0.88253 -3.40063 3.94702
H 0.01863 -3.97293 2.52546
H -0.88526 0.27363 2.83911
H -1.48203 -0.80266 4.13186
H 0.25694 -0.54310 3.94084
H -2.59683 -1.44387 1.41690
H -2.25607 -3.20152 1.61863
H -2.73572 -2.23012 3.01437
H 1.42517 0.76299 2.90785
H 2.93778 1.05226 2.05170
H 1.37842 1.22767 1.22671
H 2.75813 -2.62944 2.67342
H 3.59608 -1.10755 3.02273
H 2.01129 -1.37122 3.72399
H 2.68141 -0.66615 -0.51011
H 3.19670 -2.17957 0.30120
H 4.00778 -0.66422 0.68061

=====

Record 2
Formula: C21H48F3N3O10P4S
Source: the Open Molecules 2025 dataset
Level of theory: wB97M-V/def2-TZVPD

LUMO level: -0.437 eV
Net charge: 0
Highest occupied orbital energy: -0.2874 Eh
Maximum force: 1.5 eV/A
SMILES: O=P(O)(O)PP(CCCCO)(CCC(F)=C(F)F)(N=C=S)P(O)O.COCCNCCOC.COCCNCCOC
E: -103640.531 eV
HOMO-LUMO gap: 7.38 eV
Energy above the lowest of the compared OMol25 structures with the same formula, charge and spin: 0.000 eV

Element x y z (Å)
O 0.57674 -0.99493 2.59163
P 0.57169 -0.15520 1.38329
O -0.21268 -0.90536 0.19592
O 2.10636 0.03264 0.87778
P -0.32316 1.74169 1.94730
P -1.51308 2.77628 0.29376
C -0.40389 2.30340 -1.11454
C 0.86210 3.20851 -1.13680
C 2.17660 2.43657 -1.39266
C 3.29028 2.87010 -0.42991
O 4.54423 2.91833 -1.11039
C -3.09968 1.94929 0.77773
C -3.11960 0.40990 0.78343
C -3.18657 -0.16661 -0.61127
F -3.19175 0.65462 -1.67631
C -3.24547 -1.47855 -0.81418
F -2.85353 -2.04576 -1.94141
F -3.70737 -2.31864 0.08815
N -1.13134 4.39218 1.16762
C -1.42296 4.43019 2.34647
S -2.02110 4.55560 3.80217
P -2.69346 4.03932 -1.17602
O -3.74948 4.92569 -0.25371
O -1.60615 5.17735 -1.70851
H 0.30609 -0.98948 -0.61553
H 2.64051 -0.15359 1.66301
H 0.82181 2.55525 2.10577
H -0.94352 2.53330 -2.04027
H -0.15851 1.24520 -1.18445
H 0.74010 3.91936 -1.95169
H 0.95189 3.81042 -0.23137
H 2.04683 1.35380 -1.38920
H 2.56294 2.68886 -2.38345
H 3.07550 3.88084 -0.07124
H 3.35369 2.18630 0.41904
H 5.20117 2.41887 -0.62175
H -3.40043 2.30247 1.76796
H -3.88598 2.28383 0.09770
H -4.05847 0.12191 1.27150
H -2.32809 -0.05390 1.37067
H -3.26246 5.38081 0.45191
H -1.62250 5.96223 -1.14570
C -10.87495 -4.35543 1.36976
O -10.01091 -4.74348 2.42023
C -8.94430 -5.59423 2.01636
C -7.61099 -4.88195 2.11195
N -7.49272 -3.83878 1.10043
C -6.35048 -2.94620 1.28296
C -6.30576 -2.08550 2.54278
O -7.30113 -1.08082 2.60258
C -8.55519 -1.49463 3.11525
H -11.73199 -3.85516 1.81787
H -10.38909 -3.65771 0.67922
H -11.23309 -5.22445 0.81024
H -9.10908 -5.98831 1.00947
H -8.93349 -6.44144 2.70797
H -6.80657 -5.60941 1.96831
H -7.52653 -4.47990 3.13042
H -8.33797 -3.28330 1.10522
H -6.33580 -2.27224 0.42315
H -5.43506 -3.53987 1.23430
H -5.35144 -1.55047 2.52983
H -6.30578 -2.68457 3.46088
H -8.45013 -2.28207 3.86538
H -9.22062 -1.83256 2.31652
H -9.02039 -0.62787 3.58541
C 8.16718 2.46017 -0.81534
O 7.93005 1.09329 -0.52385
C 7.04407 0.44708 -1.43591
C 7.78345 -0.56559 -2.28542
N 8.67784 0.08820 -3.23214
C 9.60471 -0.81438 -3.91068
C 10.63459 -1.55956 -3.06525
O 11.62030 -0.72947 -2.48043
C 11.26241 -0.13322 -1.24717
H 8.71475 2.89182 0.02085
H 8.77195 2.57530 -1.72028
H 7.23061 3.01170 -0.93523
H 6.51111 1.17042 -2.06039
H 6.30056 -0.08445 -0.83302
H 7.05561 -1.16585 -2.83945
H 8.32509 -1.23347 -1.60227
H 9.21586 0.79052 -2.74234
H 10.15299 -0.21494 -4.64136
H 9.02207 -1.54741 -4.47775
H 11.17686 -2.22878 -3.73845
H 10.17027 -2.19976 -2.30557
H 10.59066 -0.76903 -0.66517
H 10.80420 0.84832 -1.39639
H 12.17897 0.01638 -0.67596

=====

Record 3
Formula: C21H48O8
Source: the Open Molecules 2025 dataset
Level of theory: wB97M-V/def2-TZVPD

LUMO level: 0.598 eV
Net charge: 0
Highest occupied orbital energy: -0.3648 Eh
Maximum force: 1.8 eV/A
SMILES: C=C[C@]1(C)COC(=O)O1.CC(C)O.CC(C)O.CC(C)O.CC(C)O.CC(C)O
E: -38934.427 eV
HOMO-LUMO gap: 10.53 eV

Element x y z (Å)
C 3.59586 2.99155 1.48733
C 2.75548 2.02832 1.82767
C 1.26696 2.15040 1.87929
C 0.67797 0.75944 1.65217
C 0.65915 3.21220 0.92060
O 0.24502 4.27076 1.79769
C 0.87973 3.99506 2.98080
O 1.44911 4.77703 3.69141
O 0.77030 2.63975 3.14848
H 4.64150 2.76917 1.44700
H 3.24540 3.98260 1.26337
H 3.14830 1.07231 2.11782
H 0.92323 0.49941 0.63368
H -0.38879 0.83996 1.79068
H 1.11715 0.09156 2.37576
H 1.46404 3.56868 0.29445
H -0.18642 2.84307 0.37279
C 1.89558 -1.28943 -3.61485
C 2.33760 -1.16544 -2.16562
C 2.08603 -2.44436 -1.38629
O 1.65379 -0.08034 -1.52851
H 0.82095 -1.49134 -3.66767
H 2.07539 -0.35221 -4.14408
H 2.42344 -2.09119 -4.13353
H 3.39802 -0.91328 -2.12975
H 1.01801 -2.67464 -1.37228
H 2.40729 -2.33024 -0.34929
H 2.61957 -3.28671 -1.82400
H 0.71332 -0.28663 -1.55133
C 4.83621 -5.87434 -4.32407
C 3.50848 -5.14345 -4.19710
C 2.34671 -6.00677 -4.66384
O 3.54396 -3.92103 -4.93768
H 5.03142 -6.13176 -5.36857
H 5.65565 -5.24086 -3.98430
H 4.84004 -6.79366 -3.73724
H 3.35126 -4.85698 -3.15885
H 2.46540 -6.26786 -5.71892
H 1.40496 -5.46620 -4.56363
H 2.28196 -6.92987 -4.08648
H 3.68377 -4.14735 -5.86224
C -3.69641 -3.28533 -0.56478
C -2.52675 -3.63463 -1.47208
C -2.57425 -5.09066 -1.90973
O -1.28965 -3.35676 -0.81375
H -3.66827 -3.89217 0.34405
H -3.64688 -2.23980 -0.26077
H -4.65052 -3.45828 -1.06411
H -2.54348 -2.99020 -2.35177
H -2.51255 -5.75160 -1.04102
H -1.72952 -5.32308 -2.55896
H -3.49744 -5.31344 -2.44596
H -1.24268 -3.91022 -0.02822
C -3.21927 2.16712 5.48648
C -2.23651 1.00599 5.52777
C -0.96150 1.38155 6.26705
O -1.92756 0.58349 4.20121
H -2.78149 3.01861 4.95871
H -4.12500 1.88208 4.95092
H -3.49525 2.48985 6.49165
H -2.70452 0.15061 6.01685
H -0.45712 2.20484 5.75510
H -0.26683 0.54147 6.29179
H -1.17395 1.69003 7.29200
H -1.50749 1.32227 3.74735
C -3.12369 5.20411 -1.00323
C -3.23908 5.89609 0.34733
C -2.56370 7.25951 0.33646
O -2.68148 5.07726 1.37105
H -2.07256 5.03708 -1.25580
H -3.61372 4.23039 -0.97633
H -3.57668 5.80049 -1.79668
H -4.29255 6.01536 0.60364
H -1.49626 7.15351 0.12540
H -2.65788 7.73932 1.31049
H -3.00141 7.91411 -0.41903
H -1.74761 4.95313 1.16958

=====

Record 4
Formula: C21H49AsN4O6P2PdSSi2
Source: the Open Molecules 2025 dataset
Level of theory: wB97M-V/def2-TZVPD

LUMO level (spin up / spin down): -4.509 / -9.032 eV
Net charge: +2
Multiplicity: 5
Highest occupied orbital energy (spin up / spin down): -0.5047 / -0.5042 Eh
Maximum force: 1.2 eV/A
E: -150294.089 eV
HOMO-LUMO gap (spin up / spin down): 9.23 / 4.69 eV
⟨S²⟩: 6.012
Energy above the lowest of the compared OMol25 structures with the same formula, charge and spin: 1.098 eV

Element x y z (Å)
Pd 0.38884 -0.10827 -0.46934
C -0.80450 -4.52507 3.37142
N -0.64131 -3.82959 2.10003
C -0.92188 -4.63184 0.90615
P -0.57210 -2.21998 1.89234
O 0.41602 -1.86022 0.82618
O -2.08007 -1.80948 1.38494
P -2.51181 -0.30727 0.93463
O -1.30450 0.56873 0.83091
N -3.47243 0.20919 2.14763
C -3.70385 1.64863 2.30870
C -4.46904 -0.65116 2.78484
N -3.32816 -0.51905 -0.49191
C -4.77513 -0.75255 -0.45572
C -2.68367 -1.31231 -1.53572
N -0.29022 -1.47254 3.31742
C -1.33899 -1.45746 4.34296
C 0.61188 -0.32200 3.37637
H -0.21719 -5.44271 3.33954
H -1.84719 -4.79114 3.56370
H -0.42815 -3.90996 4.18500
H -0.32876 -5.54559 0.94658
H -0.63625 -4.08074 0.01235
H -1.97770 -4.90720 0.83951
H -3.00678 2.20910 1.69067
H -3.54855 1.92397 3.35312
H -4.72660 1.91440 2.03244
H -4.20553 -1.69602 2.63498
H -5.47403 -0.47612 2.39409
H -4.48456 -0.44077 3.85541
H -5.23976 -0.13253 0.30682
H -5.01874 -1.80291 -0.26670
H -5.19375 -0.46621 -1.42026
H -1.63229 -1.04336 -1.64432
H -3.16887 -1.09530 -2.48589
H -2.75414 -2.38679 -1.33712
H -2.09880 -2.20742 4.12706
H -1.82194 -0.47787 4.38289
H -0.90135 -1.67376 5.31826
H 1.28579 -0.33573 2.52280
H 1.19417 -0.37122 4.29813
H 0.05037 0.61531 3.36369
C 4.34651 0.81162 2.73173
Si 4.43311 -0.40460 1.29499
C 6.08755 -0.61887 0.43792
C 3.57239 -2.04673 1.56350
As 2.72068 0.84375 -0.38894
Si 4.14225 2.84008 -1.21381
C 2.92397 4.23905 -1.45446
C 5.09874 2.09096 -2.63896
C 5.27154 3.09804 0.27742
H 4.29971 0.27500 3.68154
H 3.46217 1.44728 2.65662
H 5.22698 1.45411 2.75190
H 6.78993 -1.06522 1.14836
H 6.52528 0.31140 0.07854
H 5.99290 -1.30060 -0.40868
H 4.19267 -2.86263 1.18917
H 2.61335 -2.09446 1.04692
H 3.38151 -2.21922 2.62490
H 1.91530 3.84156 -1.53266
H 3.13859 4.76699 -2.38583
H 2.96391 4.95033 -0.63017
H 4.43713 1.94825 -3.49032
H 5.51827 1.12432 -2.35532
H 5.92170 2.74189 -2.94190
H 4.71800 3.32018 1.19030
H 5.93583 3.94339 0.08042
H 5.89914 2.22356 0.44898
C -4.46038 1.70407 -5.73714
C -3.15556 1.58512 -5.00586
C -2.33056 0.47863 -5.21564
C -1.11753 0.36412 -4.56150
C -0.72898 1.37017 -3.68625
C -1.53460 2.47460 -3.44838
C -2.74244 2.57657 -4.11580
S 0.79684 1.21004 -2.83296
O 1.89908 1.80087 -3.53496
O 1.00075 -0.24392 -2.57161
O 0.58616 1.88307 -1.50456
H -4.89403 0.72330 -5.92658
H -4.30441 2.18469 -6.70531
H -5.17361 2.30961 -5.18067
H -2.64133 -0.29205 -5.91009
H -0.47066 -0.49096 -4.71222
H -1.22202 3.23538 -2.74548
H -3.37434 3.44004 -3.95174

=====

Record 5
Formula: C21H49ClN3O5PSi2
Source: the Open Molecules 2025 dataset
Level of theory: wB97M-V/def2-TZVPD

LUMO level (spin up / spin down): 0.195 / 0.180 eV
Net charge: 0
Multiplicity: 3
Highest occupied orbital energy (spin up / spin down): -0.3129 / -0.3179 Eh
Maximum force: 2.9 eV/A
E: -74844.241 eV
HOMO-LUMO gap (spin up / spin down): 8.71 / 8.83 eV
⟨S²⟩: 2.008

Element x y z (Å)
N 3.83414 1.47011 -1.02942
C 3.00905 1.78630 -2.22331
C 1.74715 0.89394 -2.23033
O 2.05422 -0.46767 -2.54422
C 0.67128 1.38104 -3.25524
Si -0.98842 0.55351 -2.77477
O -2.16321 1.81690 -2.76272
Si -3.75576 1.19830 -2.98220
P -4.64099 1.26112 -0.91058
O -5.74860 2.56130 -1.01669
Cl -5.68747 -0.52081 -0.58855
H 4.43918 0.70257 -1.29072
H 3.21179 1.15092 -0.30057
H 3.56942 1.61927 -3.15064
H 2.71680 2.84509 -2.14634
H 1.25846 0.89816 -1.23836
H 1.67767 -1.02940 -1.87541
H 0.58950 2.47708 -3.13871
H 0.93426 1.17133 -4.30047
H -1.34206 -0.52528 -3.70202
H -0.83016 -0.06317 -1.43523
H -4.42212 2.15571 -3.89326
H -3.75942 -0.16960 -3.53731
H -5.19876 3.28377 -1.32532
C 7.85871 4.30757 -2.36174
C 7.59532 3.68103 -0.97892
C 8.19602 4.56596 0.12054
C 9.71567 4.47136 0.20615
C 10.14705 3.01591 0.35606
C 9.58450 2.10764 -0.74568
N 8.12164 2.29000 -0.94212
O 7.50513 1.65233 0.01786
C 10.34000 2.37452 -2.06519
C 9.92685 0.64982 -0.40249
C 6.06457 3.71377 -0.84645
H 7.42548 3.69474 -3.15453
H 7.39661 5.29440 -2.42059
H 8.91035 4.46165 -2.59074
H 7.77598 4.27958 1.09050
H 7.90404 5.60596 -0.04291
H 10.17798 4.92653 -0.67460
H 10.06842 5.04586 1.06637
H 11.23860 2.95742 0.35913
H 9.81789 2.65364 1.33551
H 9.81224 1.93964 -2.91590
H 11.33287 1.92365 -2.03672
H 10.51092 3.43102 -2.26382
H 9.54302 0.35007 0.57211
H 11.00855 0.51609 -0.36750
H 9.52914 -0.03343 -1.15545
H 5.59105 3.06841 -1.58073
H 5.69547 4.72860 -1.00926
H 5.72196 3.41156 0.14089
C -9.85724 -5.16278 1.43436
C -8.73035 -5.32523 2.47237
C -9.27754 -5.08102 3.88457
C -9.53692 -3.60804 4.18239
C -8.28046 -2.78554 3.91558
C -7.72152 -2.98729 2.50102
N -7.59599 -4.42420 2.13757
O -6.52557 -4.89506 2.72103
C -8.62320 -2.25396 1.48480
C -6.37178 -2.26193 2.39791
C -8.33412 -6.80498 2.35632
H -9.48497 -5.34653 0.42484
H -10.65242 -5.88500 1.62714
H -10.33725 -4.18775 1.44483
H -8.56637 -5.46401 4.62406
H -10.19986 -5.64946 4.02584
H -10.37811 -3.23960 3.58815
H -9.83059 -3.49464 5.22886
H -8.49611 -1.72649 4.07823
H -7.52040 -3.06059 4.65424
H -8.40842 -2.57537 0.46384
H -8.45162 -1.17754 1.52653
H -9.68764 -2.38192 1.67408
H -5.65448 -2.60523 3.14303
H -6.50261 -1.19209 2.56252
H -5.93116 -2.39483 1.41026
H -7.89997 -7.02088 1.37856
H -9.21456 -7.43753 2.47704
H -7.62075 -7.10630 3.12264